[1]
Here is an isolated ion of composition C3H4NO and charge +1 from OMol25. Energies are from ωB97M-V/def2-TZVPD.

Summary:
Gap between HOMO and LUMO   11.1 eV
Relative energy (zero: lowest compared OMol25 entry of this formula, charge and spin)   141.6 kJ/mol
Max |F|   0.0960 hartree/bohr
Structure (SMILES)   C#[N+]CC=O

Structure (ORCA input):
```
! RIJCOSX wB97M-V def2-TZVPD def2/J DEFGRID3
* xyz 1 1
C -1.65144 -0.50407 -0.04139
N -0.99951 0.46903 -0.03187
C 0.29062 0.83228 -0.04236
C 1.05899 -0.53056 -0.06839
O 0.45643 -1.56636 -0.00751
H -2.50636 -1.23844 0.10135
H 0.78352 1.26881 0.85997
H 0.47313 1.55291 -0.76082
H 2.09462 -0.28360 -0.00899
*
```

[2]
Here is a 2-piece molecular cluster, C3H4NO2 overall from OMol25. Energies are from ωB97M-V/def2-TZVPD.

Summary:
Gap between HOMO and LUMO   6.7 eV
Relative energy (zero: lowest compared OMol25 entry of this formula, charge and spin)   307.4 kJ/mol
Max |F|   0.1002 hartree/bohr

Structure (ORCA input):
```
! RIJCOSX wB97M-V def2-TZVPD def2/J DEFGRID3
* xyz -1 1
C -3.31152 -0.13313 0.01854
C -2.34022 -0.93564 -0.00486
C -0.86942 -0.26507 -0.27341
N 0.16173 -0.81200 -0.10043
O 2.38060 0.54100 0.02397
O -4.00615 0.86340 0.17996
H 1.57772 -0.05562 0.08714
H -2.20307 -1.94975 0.34331
H -0.96482 0.77595 -0.69769
H 3.21655 0.11953 -0.01410
*
```

[3]
Here is C3H4NO2S as an isolated structure from OMol25. Energies are from ωB97M-V/def2-TZVPD.

Summary:
Gap between HOMO and LUMO   7.7 eV
Relative energy (zero: lowest compared OMol25 entry of this formula, charge and spin)   31.7 kJ/mol
Max |F|   0.0996 hartree/bohr

Structure (ORCA input):
```
! RIJCOSX wB97M-V def2-TZVPD def2/J DEFGRID3
* xyz -1 1
C 1.66643 0.21308 2.09435
C 0.37049 -0.92917 0.42846
C -1.45793 0.37083 -1.73321
N 1.18393 -0.79960 1.35477
O 2.55691 0.13403 2.85980
O -0.14313 -1.75346 -0.26694
S -0.32428 1.14818 -0.48535
H 1.17559 1.14607 1.64205
H -0.83360 -0.55389 -2.06544
H -1.76225 1.07116 -2.52809
H -2.43217 -0.04724 -1.30041
*
```

[4]
Here is an isolated ion of composition C3H4NO3 and charge -1 from OMol25. Energies are from ωB97M-V/def2-TZVPD.

Summary:
Gap between HOMO and LUMO   5.3 eV
Relative energy (zero: lowest compared OMol25 entry of this formula, charge and spin)   767.7 kJ/mol
Max |F|   0.0632 hartree/bohr
Structure (SMILES)   O=C=CCO[N-]O

Structure (ORCA input):
```
! RIJCOSX wB97M-V def2-TZVPD def2/J DEFGRID3
* xyz -1 1
O -3.44983 0.32610 0.08726
C -2.28047 0.27012 -0.10838
C -1.01649 0.37260 -0.24825
C -0.13066 -0.93187 0.01815
O 1.20017 -0.71815 0.36549
N 1.91216 0.10287 -0.48928
O 2.10558 1.38139 0.16220
H -0.30249 1.16800 -0.42861
H -0.44112 -1.59166 0.81075
H -0.42927 -1.59804 -0.91528
H 2.83242 1.21863 0.74595
*
```

[5]
Here is a 2-piece molecular cluster, C3H4NO3 overall from OMol25. Energies are from ωB97M-V/def2-TZVPD.

Summary:
Gap between HOMO and LUMO (spin up / spin down)   11.6 / 6.6 eV
Relative energy (zero: lowest compared OMol25 entry of this formula, charge and spin)   288.4 kJ/mol
Max |F|   0.1271 hartree/bohr
<S²>   2.025

Structure (ORCA input):
```
! RIJCOSX wB97M-V def2-TZVPD def2/J DEFGRID3
* xyz 1 3
C 2.53094 -0.72438 -0.05435
C 1.65083 -1.39589 0.59280
C -1.54482 0.04094 -0.26001
N -0.72679 1.22242 0.14018
O 3.38732 -0.07666 -0.47357
O -1.14605 2.33549 0.09151
O 0.38340 0.86917 0.45641
H 0.72675 -1.79856 0.96596
H -2.50770 0.24142 -0.04142
H -1.14896 -0.83206 0.02215
H -1.60493 0.11811 -1.43966
*
```

[6]
Here is one molecule with the formula C3H4NOP from OMol25. Energies are from ωB97M-V/def2-TZVPD.

Summary:
Gap between HOMO and LUMO   7.5 eV
Relative energy (zero: lowest compared OMol25 entry of this formula, charge and spin)   339.6 kJ/mol
Max |F|   0.0959 hartree/bohr
Structure (SMILES)   C#P=CC(N)=O

Structure (ORCA input):
```
! RIJCOSX wB97M-V def2-TZVPD def2/J DEFGRID3
* xyz 0 1
C -2.83906 -1.00736 0.23107
P -2.32768 0.50528 -0.12592
C -0.65332 0.80426 0.17364
C 0.20150 -0.36710 -0.03387
N 1.54400 -0.07817 0.00566
O -0.24555 -1.50113 -0.09298
H -2.95099 -1.73662 -0.52131
H -0.40832 1.74317 -0.05546
H 1.58687 0.83409 -0.34389
H 1.96562 -0.79656 -0.55740
*
```

Q: The lowest relative energy (zero: lowest compared OMol25 entry of this formula, charge and spin) belongs to which entry?
A: C3H4NO2S

Q: What is the formula in the fourth record?
A: C3H4NO3

What did the fifth record say?
Here is a 2-piece molecular cluster, C3H4NO3 overall from OMol25. Energies are from ωB97M-V/def2-TZVPD.

Summary:
Gap between HOMO and LUMO (spin up / spin down)   11.6 / 6.6 eV
Relative energy (zero: lowest compared OMol25 entry of this formula, charge and spin)   288.4 kJ/mol
Max |F|   0.1271 hartree/bohr
<S²>   2.025

Structure (ORCA input):
```
! RIJCOSX wB97M-V def2-TZVPD def2/J DEFGRID3
* xyz 1 3
C 2.53094 -0.72438 -0.05435
C 1.65083 -1.39589 0.59280
C -1.54482 0.04094 -0.26001
N -0.72679 1.22242 0.14018
O 3.38732 -0.07666 -0.47357
O -1.14605 2.33549 0.09151
O 0.38340 0.86917 0.45641
H 0.72675 -1.79856 0.96596
H -2.50770 0.24142 -0.04142
H -1.14896 -0.83206 0.02215
H -1.60493 0.11811 -1.43966
*
```

Repeat the third record exactly.
Here is C3H4NO2S as an isolated structure from OMol25. Energies are from ωB97M-V/def2-TZVPD.

Summary:
Gap between HOMO and LUMO   7.7 eV
Relative energy (zero: lowest compared OMol25 entry of this formula, charge and spin)   31.7 kJ/mol
Max |F|   0.0996 hartree/bohr

Structure (ORCA input):
```
! RIJCOSX wB97M-V def2-TZVPD def2/J DEFGRID3
* xyz -1 1
C 1.66643 0.21308 2.09435
C 0.37049 -0.92917 0.42846
C -1.45793 0.37083 -1.73321
N 1.18393 -0.79960 1.35477
O 2.55691 0.13403 2.85980
O -0.14313 -1.75346 -0.26694
S -0.32428 1.14818 -0.48535
H 1.17559 1.14607 1.64205
H -0.83360 -0.55389 -2.06544
H -1.76225 1.07116 -2.52809
H -2.43217 -0.04724 -1.30041
*
```